1.
{"formula": "C24H70N2O10", "method": "ωB97M-V/def2-TZVPD", "e_above_lowest_kj_mol": 476.7, "smiles": "COC[C@H](C)N.COC[C@H](C)N.CCO.CCO.CCO.CCO.CCO.CCO.CCO.CCO", "gap_ev": 9.00, "charge": 0, "e_lumo_ev": 0.5528, "symbols": ["C", "C", "O", "H", "H", "H", "H", "H", "H", "C", "C", "O", "H", "H", "H", "H", "H", "H", "C", "C", "O", "H", "H", "H", "H", "H", "H", "C", "C", "O", "H", "H", "H", "H", "H", "H", "C", "C", "O", "H", "H", "H", "H", "H", "H", "C", "C", "O", "H", "H", "H", "H", "H", "H", "C", "C", "O", "H", "H", "H", "H", "H", "H", "C", "C", "O", "H", "H", "H", "H", "H", "H", "C", "C", "C", "O", "C", "N", "H", "H", "H", "H", "H", "H", "H", "H", "H", "H", "H", "C", "C", "C", "O", "C", "N", "H", "H", "H", "H", "H", "H", "H", "H", "H", "H", "H"], "xyz": [[4.2293, -4.1531, -2.1716], [5.2765, -3.1705, -1.5321], [6.5415, -3.5924, -1.8890], [4.3782, -4.4453, -3.2111], [3.2240, -3.7376, -2.1024], [4.4766, -5.1273, -1.7499], [5.0250, -2.9502, -0.4947], [5.1917, -2.1770, -1.9725], [6.7727, -2.9811, -2.5922], [7.4035, -1.1726, 2.0108], [6.7573, -0.4184, 0.8910], [5.3912, -0.5734, 1.1189], [7.2475, -0.6661, 2.9633], [8.4783, -1.2591, 1.8509], [7.0674, -2.1947, 2.1852], [7.0983, -0.8367, -0.0560], [7.0695, 0.6244, 0.8341], [5.1099, -0.1300, 1.9225], [-0.8823, 5.2847, 0.5057], [0.6234, 5.0188, 1.0064], [0.9014, 6.0101, 2.0151], [-1.0371, 6.3129, 0.1787], [-1.6567, 4.8754, 1.1545], [-1.1020, 4.7566, -0.4221], [1.4058, 5.0549, 0.2484], [0.7592, 4.0183, 1.4170], [0.1433, 5.9013, 2.5939], [-1.1114, -1.9819, 3.9024], [-2.3653, -1.6926, 3.1370], [-3.2182, -1.0275, 4.0857], [-1.1870, -2.5659, 4.8196], [-0.6423, -1.0107, 4.0601], [-0.3884, -2.4991, 3.2716], [-2.8676, -2.6287, 2.8929], [-2.1561, -0.9609, 2.3567], [-4.1321, -0.9847, 3.7947], [-0.1666, -3.6362, -2.1412], [-1.6466, -3.5559, -2.4678], [-1.7362, -4.3225, -3.6396], [0.0016, -4.6551, -1.7922], [0.1221, -2.8901, -1.4009], [0.5373, -3.4371, -2.9492], [-1.8735, -2.5441, -2.8037], [-2.3135, -3.8234, -1.6482], [-2.5313, -4.8574, -3.5829], [-3.7000, 2.9745, 2.4896], [-4.2288, 2.3205, 3.8133], [-5.5137, 1.6768, 3.6189], [-2.6867, 3.1890, 2.8291], [-4.2698, 3.8642, 2.2215], [-3.7367, 2.3282, 1.6127], [-4.2465, 3.1470, 4.5238], [-3.4979, 1.5770, 4.1312], [-5.6948, 1.1993, 4.4318], [3.1582, 2.5727, -0.4254], [4.3012, 2.4073, -1.3806], [5.4813, 2.1640, -0.6285], [3.2585, 3.1810, 0.4735], [2.6923, 1.6667, -0.0378], [2.4028, 3.1658, -0.9408], [4.5123, 3.3607, -1.8650], [4.0368, 1.7525, -2.2110], [5.4319, 1.2228, -0.4463], [4.7060, -4.1828, 2.0387], [3.7478, -3.1165, 2.3334], [4.0117, -2.6283, 3.6101], [4.8689, -4.9930, 2.7493], [5.6425, -3.6393, 1.9133], [4.4949, -4.6867, 1.0955], [2.7221, -3.4852, 2.3214], [3.9181, -2.3156, 1.6139], [3.8345, -3.3614, 4.2041], [-4.9909, -0.2435, -3.1515], [-5.0692, 1.3079, -3.1958], [-6.4885, 1.8015, -3.5517], [-7.3830, 1.7263, -2.4078], [-8.6734, 2.1245, -2.6659], [-4.7695, 1.6010, -1.8323], [-3.9520, -0.4739, -2.9153], [-5.0565, -0.7212, -4.1290], [-5.6027, -0.7586, -2.4109], [-4.4462, 1.7465, -3.9754], [-6.8503, 1.1824, -4.3726], [-6.3769, 2.8277, -3.9018], [-9.2856, 1.4952, -2.0199], [-8.9586, 1.8793, -3.6889], [-8.9936, 3.1227, -2.3673], [-5.6175, 1.4650, -1.3008], [-4.6645, 2.5987, -1.9492], [-1.1043, 2.0588, -1.3826], [-1.3074, 0.5979, -1.0919], [-0.2754, -0.0784, -0.1121], [1.0310, -0.0760, -0.6514], [1.9371, -0.9509, 0.0850], [-2.5637, 0.4729, -0.4369], [-0.1525, 2.0297, -1.9129], [-1.0506, 2.8143, -0.5987], [-1.8621, 2.4598, -2.0557], [-1.2833, -0.0025, -2.0013], [-0.6434, -1.0598, 0.1871], [-0.1900, 0.4676, 0.8274], [2.2879, -0.5108, 1.0185], [2.7567, -1.3322, -0.5240], [1.6849, -1.9559, 0.4233], [-3.2928, 0.8205, -1.0433], [-2.6580, 1.0038, 0.4172]]}


2.
{"formula": "C38H28Cl2N8NiO2", "method": "ωB97M-V/def2-TZVPD", "gap_ev": [6.93, 6.94], "charge": 0, "spin_multiplicity": 3, "e_lumo_ev": [0.0996, 0.1133], "symbols": ["Ni", "C", "C", "N", "C", "C", "C", "C", "C", "C", "C", "N", "C", "C", "C", "C", "C", "C", "C", "C", "N", "C", "H", "H", "H", "H", "H", "H", "H", "H", "H", "H", "H", "H", "N", "C", "C", "N", "C", "C", "N", "C", "C", "N", "H", "H", "H", "H", "H", "H", "Cl", "C", "C", "C", "C", "C", "Cl", "C", "N", "C", "C", "C", "C", "C", "C", "C", "C", "O", "O", "H", "H", "H", "H", "H", "H", "H", "H", "H", "H"], "xyz": [[0.8415, -0.9412, -0.5160], [-3.4679, -2.2199, 0.3822], [-2.3561, -1.4234, -0.0260], [-1.1846, -1.9889, -0.0351], [-0.9828, -3.2776, 0.3175], [-2.0068, -4.0646, 0.8258], [-3.2761, -3.5281, 0.7929], [-1.7926, -5.4259, 1.2413], [-0.4808, -5.8034, 1.2508], [0.5712, -5.0443, 0.6657], [0.3542, -3.7786, 0.1753], [1.2253, -2.9243, -0.4411], [2.5469, -3.2909, -0.7436], [3.1718, -4.5429, -0.8868], [4.4988, -4.6764, -1.2548], [5.3131, -3.6117, -1.5392], [4.7036, -2.3756, -1.5188], [5.4766, -1.2265, -1.9367], [4.9353, 0.0083, -2.0016], [3.5749, 0.1056, -1.5234], [2.8447, -0.8892, -1.0318], [3.3990, -2.1679, -1.0285], [-4.4825, -1.8406, 0.2037], [-2.4464, -0.4165, -0.4654], [-4.1426, -4.1516, 1.1740], [-2.6446, -6.0317, 1.4485], [-0.2686, -6.7996, 1.5888], [1.5647, -5.4256, 0.6448], [2.6411, -5.5147, -0.8195], [4.9747, -5.6922, -1.3171], [6.3558, -3.7275, -1.8449], [6.5195, -1.4395, -2.1624], [5.4772, 0.9260, -2.2244], [3.0761, 1.0913, -1.5195], [2.2046, 0.4225, 3.2004], [1.8231, -0.8297, 3.5575], [1.2007, -1.3412, 2.4745], [1.1846, -0.4114, 1.4526], [1.9289, 0.5832, 1.8749], [2.3097, 1.8608, 1.3320], [3.1174, 2.7293, 1.9067], [3.0553, 3.8740, 1.1302], [2.2123, 3.6436, 0.0589], [1.7314, 2.3638, 0.1964], [2.6988, 1.0399, 3.8102], [1.9720, -1.2375, 4.5863], [0.6579, -2.2826, 2.3352], [3.5814, 4.7663, 1.3934], [1.8989, 4.3117, -0.7222], [1.0376, 1.8965, -0.3324], [-3.7075, 5.3124, -1.1252], [-2.9053, 5.0410, 0.4163], [-2.9730, 6.0515, 1.3688], [-2.4629, 5.8182, 2.5877], [-1.8288, 4.6430, 2.8989], [-1.6832, 3.6787, 1.9356], [-1.0058, 2.1036, 2.2990], [-2.1837, 3.8953, 0.6319], [-1.9346, 3.0073, -0.4258], [-2.9270, 2.2445, -1.0953], [-4.2102, 2.2444, -0.5378], [-5.2373, 1.5124, -1.1000], [-5.0486, 0.7638, -2.2838], [-3.7592, 0.8483, -2.8758], [-2.7093, 1.5620, -2.2846], [-1.3800, 1.5952, -2.9555], [-0.3238, 0.7340, -2.2703], [0.4363, -0.0206, -2.8476], [-0.2697, 0.8236, -0.9388], [-3.5742, 6.9138, 1.1358], [-2.4433, 6.5590, 3.3873], [-1.5542, 4.4707, 3.9289], [-1.0522, 2.3805, -0.3624], [-4.3814, 2.7359, 0.4096], [-6.2348, 1.5667, -0.6600], [-5.8308, 0.1338, -2.7274], [-3.5368, 0.2751, -3.7313], [-0.9470, 2.6017, -2.9377], [-1.4801, 1.2245, -3.9701]]}


3.
{"formula": "C14H13F2N3", "method": "ωB97M-V/def2-TZVPD", "e_above_lowest_kj_mol": 0.0, "smiles": "CN(C)c1ncc(/C=C/c2c(F)cccc2F)cn1", "gap_ev": 7.70, "charge": 0, "e_lumo_ev": 0.0512, "symbols": ["F", "F", "N", "N", "C", "C", "C", "C", "C", "C", "C", "C", "C", "C", "C", "C", "N", "C", "C", "H", "H", "H", "H", "H", "H", "H", "H", "H", "H", "H", "H", "H"], "xyz": [[-3.4601, -2.7714, 0.6677], [-3.6314, 2.0144, -0.1469], [2.4309, -0.8662, -0.0191], [2.5966, 1.4378, -0.4307], [-1.0124, 0.6085, -0.1874], [-1.9053, -0.4091, 0.1721], [3.1625, 0.2480, -0.2462], [1.0955, -0.7642, -0.0024], [1.2793, 1.5727, -0.3908], [-6.2402, -0.4750, 0.3536], [-5.4735, -1.6181, 0.5032], [-5.5792, 0.7299, 0.0918], [-4.0766, -1.6069, 0.4173], [-4.1643, 0.7821, 0.0462], [0.4583, 0.4561, -0.2127], [-3.3781, -0.3871, 0.1950], [4.5604, 0.1621, -0.1720], [5.3847, 1.3328, -0.4779], [5.3324, -1.0348, 0.1397], [-1.4152, 1.5384, -0.5647], [-1.4807, -1.3389, 0.4893], [0.5569, -1.7018, 0.1409], [0.8939, 2.5883, -0.5333], [-7.3043, -0.5284, 0.4283], [-5.9219, -2.5671, 0.7267], [-6.1761, 1.6669, 0.0349], [6.3358, 1.2354, 0.0610], [5.5698, 1.4209, -1.5573], [4.9260, 2.2833, -0.1698], [5.7542, -0.9474, 1.1309], [4.7331, -1.9401, 0.0964], [6.1490, -1.1208, -0.5836]]}